C37H57ILaN5OP2Si3 as an isolated structure. Source: OMol25; level of theory: the ωB97M-V functional and the def2-TZVPD basis.

```
107
Properties=species:S:1:pos:R:3:forces:R:3
La 0.521 -0.819 1.431 0.28 0.75 0.03
I -0.120 -1.188 4.633 0.01 -0.09 0.48
P 0.511 2.201 0.288 -0.02 0.16 -0.15
P 0.143 0.101 -1.726 0.04 0.07 -0.16
Si -2.473 -1.501 -1.801 0.07 0.14 0.00
Si -0.751 2.772 2.995 -0.03 -0.01 -0.13
Si -0.604 -6.090 2.300 -0.04 0.19 -0.07
O 2.665 -1.764 1.122 -0.35 0.05 0.07
N 2.634 0.458 3.095 -0.23 -0.09 -0.04
N -0.250 1.844 1.654 -0.03 0.17 0.22
N -2.234 -0.803 1.827 0.14 0.02 -0.11
N -1.141 -0.662 -1.172 -0.12 -0.29 -0.08
N 3.991 -0.015 2.833 0.06 -0.04 -0.13
C -4.085 -0.599 -1.328 0.12 -0.08 -0.07
C 3.227 2.635 0.705 0.07 -0.05 0.01
C -0.441 -4.411 1.654 -0.03 -0.30 0.07
C -0.772 4.990 -2.455 0.00 0.05 -0.03
C 1.978 3.244 0.683 -0.10 0.01 -0.02
C 2.512 -1.383 -2.052 -0.01 0.00 0.03
C 0.559 2.910 4.345 -0.09 -0.01 -0.15
C -1.204 -6.050 4.087 0.04 -0.09 -0.17
C 0.851 -1.750 -3.736 -0.10 0.00 -0.10
C 4.353 3.343 1.098 0.07 -0.02 0.00
C -2.135 5.073 -2.198 -0.04 0.03 -0.03
C -1.615 1.578 -3.385 -0.02 0.03 0.03
C 3.134 -3.045 0.902 0.06 -0.22 -0.04
C -0.522 3.382 -0.672 0.08 -0.03 0.04
C 0.364 2.387 -5.141 0.01 0.02 -0.02
C 2.915 -2.975 -3.814 0.00 -0.04 -0.07
C 1.886 4.589 1.023 0.00 0.05 0.04
C 4.249 4.682 1.451 0.03 0.04 0.01
C 1.058 0.905 -0.593 0.05 0.03 -0.10
C 1.669 -2.679 -4.356 0.02 -0.02 0.00
C -0.313 1.146 -3.180 0.09 0.01 0.04
C 3.012 5.307 1.402 0.01 0.02 0.00
C -2.317 2.024 3.729 0.14 0.05 -0.05
C -1.843 -7.084 1.272 0.13 -0.02 0.18
C -1.933 2.401 -4.456 -0.05 0.05 -0.03
C 0.025 4.149 -1.698 0.03 -0.03 -0.02
C -2.617 -3.269 -1.178 0.06 0.14 -0.01
C -0.946 2.804 -5.341 -0.01 0.04 -0.04
C -0.258 -3.244 1.317 -0.13 -0.68 -0.03
C -2.605 -1.663 -3.697 -0.11 -0.05 0.09
C 1.052 -6.993 2.244 -0.15 0.02 0.01
C 1.259 -1.092 -2.578 -0.02 0.04 0.03
C -1.220 4.596 2.653 0.03 -0.09 0.06
C 0.674 1.568 -4.069 0.04 0.03 0.01
C -2.693 4.301 -1.191 -0.03 -0.01 -0.04
C -1.888 3.459 -0.436 -0.09 -0.07 -0.04
C 3.328 -2.328 -2.661 0.07 -0.01 0.04
H -3.127 2.018 2.997 -0.06 0.01 -0.07
H -1.825 -3.875 -1.620 0.07 -0.03 -0.03
H -3.758 4.348 -0.993 -0.01 0.01 0.00
H -2.118 -2.574 -4.048 0.04 -0.04 -0.01
H -2.479 -3.356 -0.102 -0.03 -0.01 0.09
H -2.131 1.003 4.059 0.00 -0.10 0.04
H 4.383 0.693 2.220 0.07 0.04 0.03
H -2.044 4.854 3.324 -0.04 0.05 0.05
H -2.387 1.271 -2.693 -0.02 -0.01 0.06
H 3.797 -0.796 2.185 0.07 -0.01 0.05
H -1.193 3.448 -6.178 0.00 0.00 0.00
H 4.222 -3.057 0.686 -0.06 0.00 0.02
H 1.469 3.342 3.919 0.07 0.02 -0.02
H 4.287 -2.563 -2.216 0.02 -0.01 -0.01
H -2.214 -5.643 4.141 -0.07 0.02 -0.01
H -3.579 -3.706 -1.454 -0.09 -0.01 -0.05
H -2.834 -6.634 1.325 -0.07 0.06 0.01
H -0.564 -5.399 4.681 0.07 0.04 0.03
H -1.546 -7.103 0.224 0.05 0.01 -0.07
H 1.332 -3.178 -5.259 0.01 -0.01 0.00
H -2.655 2.602 4.590 -0.01 0.06 0.09
H 2.919 6.356 1.660 0.01 0.01 0.01
H -4.945 -1.270 -1.402 -0.06 -0.06 -0.01
H -2.955 2.737 -4.589 -0.01 0.00 -0.01
H -1.914 -8.115 1.630 -0.02 -0.03 0.00
H 1.085 4.073 -1.910 0.03 -0.01 0.01
H 1.698 1.248 -3.911 0.02 -0.01 0.02
H 2.826 -0.882 -1.145 0.00 0.01 0.04
H -0.387 5.256 2.898 0.08 0.06 0.00
H 0.927 5.089 0.985 -0.08 0.01 0.01
H 3.555 -3.711 -4.288 0.00 0.00 0.01
H -2.317 2.852 0.352 0.01 -0.02 0.00
H -4.266 0.236 -2.007 -0.01 0.08 -0.03
H -2.604 -1.443 1.137 -0.04 -0.03 0.02
H 0.788 1.938 4.779 0.01 -0.09 0.03
H 3.290 1.597 0.395 -0.02 -0.02 -0.02
H 2.634 -3.534 0.049 0.06 -0.01 0.04
H 0.221 3.576 5.142 -0.04 0.04 0.08
H -0.118 -1.530 -4.169 0.08 0.01 0.05
H -2.514 -1.086 2.758 0.03 0.00 0.01
H -1.208 -7.048 4.533 -0.01 -0.03 0.03
H -2.203 -0.818 -4.255 -0.01 0.03 0.03
H -3.668 -1.742 -3.946 -0.05 -0.04 -0.05
H -4.055 -0.197 -0.317 0.02 0.01 0.11
H 1.430 -7.029 1.223 0.01 0.00 -0.07
H -2.544 0.139 1.628 -0.03 -0.01 0.01
H 2.329 0.005 3.954 0.07 0.04 0.03
H 2.970 -3.704 1.773 0.04 0.01 -0.07
H -2.761 5.727 -2.794 0.00 0.00 0.00
H 1.788 -6.464 2.847 0.04 0.05 0.05
H 1.147 2.702 -5.823 0.00 0.00 -0.02
H -1.543 4.820 1.637 0.01 -0.04 0.00
H 5.317 2.849 1.121 0.02 0.01 0.00
H 5.130 5.236 1.752 0.00 0.01 0.01
H 0.964 -8.015 2.619 0.00 -0.05 0.02
H 2.693 1.444 3.323 -0.10 0.04 -0.06
H -0.333 5.571 -3.257 -0.01 0.01 -0.01
```
Forces are in eV/Å.

Calculated values
Kohn-Sham gap: 6.48 eV
Total energy: -3673.89529 a.u.
Relative energy (zero: lowest compared OMol25 entry of this formula, charge and spin): 0.00 kJ/mol
Net charge: -2